1.
{"formula": "C35H49Al2Cl5F11NNa2O13PS", "method": "wB97M-V/def2-TZVPD", "charge": 1, "e_homo_ev": -10.448, "e_lumo_ev": -9.32, "homo_lumo_gap_ev": 1.13, "elements": ["C", "C", "C", "C", "N", "C", "C", "C", "O", "C", "C", "C", "C", "Cl", "C", "C", "Cl", "C", "C", "O", "O", "C", "C", "O", "C", "C", "C", "C", "C", "C", "C", "S", "C", "C", "C", "F", "H", "H", "H", "H", "H", "H", "H", "H", "H", "H", "H", "H", "H", "H", "H", "H", "H", "H", "H", "H", "H", "H", "H", "H", "H", "H", "H", "H", "H", "H", "H", "H", "H", "F", "Al", "F", "F", "F", "Na", "C", "O", "C", "C", "O", "C", "H", "H", "H", "H", "H", "H", "H", "H", "H", "H", "C", "C", "C", "O", "C", "O", "O", "H", "H", "H", "H", "H", "H", "Cl", "Cl", "Na", "Al", "O", "Cl", "O", "O", "O", "F", "P", "F", "F", "F", "F", "F"], "coordinates": [[-6.27, -4.82, 1.79], [-4.78, -4.15, 1.79], [-4.49, -3.64, 3.29], [-3.03, -2.94, 3.47], [-3.05, -1.53, 2.91], [-2.53, -1.28, 1.57], [-1.99, -2.46, 0.60], [-0.36, -2.43, 0.73], [0.05, -3.45, 1.69], [1.15, -2.94, 2.52], [0.62, -2.11, 3.80], [-2.47, 0.16, 0.93], [-1.86, 0.41, -0.52], [-2.75, 0.10, -2.08], [-0.52, 0.90, -0.64], [0.44, 1.22, 0.60], [0.23, 1.20, -2.30], [-3.01, 1.36, 1.75], [-3.00, 2.82, 1.11], [-4.12, 3.38, 0.91], [-1.76, 3.40, 0.73], [-1.63, 4.76, 1.24], [-1.20, 5.75, 0.03], [-1.47, 6.99, 0.12], [-0.49, 5.29, -1.32], [1.02, 4.86, -1.38], [1.66, 4.37, -2.77], [0.84, 4.34, -4.11], [-0.64, 4.81, -4.04], [-1.29, 5.27, -2.68], [-3.55, 1.03, 3.19], [-4.15, 2.49, 4.17], [-3.58, -0.45, 3.75], [-4.19, -0.67, 5.20], [-3.14, -0.13, 6.33], [-5.51, -0.06, 5.37], [-6.39, -5.34, 0.77], [-7.02, -3.95, 1.90], [-6.43, -5.51, 2.68], [-4.73, -3.26, 1.06], [-4.02, -4.93, 1.46], [-5.25, -2.86, 3.64], [-4.53, -4.50, 4.07], [-2.18, -3.57, 3.03], [-2.84, -2.92, 4.61], [-2.30, -3.50, 0.96], [-2.33, -2.29, -0.47], [0.15, -2.51, -0.28], [-0.09, -1.41, 1.20], [1.78, -2.23, 1.87], [1.83, -3.79, 2.90], [1.46, -1.81, 4.51], [0.12, -1.15, 3.38], [-0.22, -2.68, 4.33], [-0.15, 1.57, 1.54], [1.12, 2.12, 0.34], [1.11, 0.32, 0.81], [-2.57, 5.20, 1.71], [-0.74, 4.78, 1.97], [1.70, 4.87, -0.43], [2.78, 4.00, -2.87], [1.29, 3.98, -5.10], [-1.30, 4.84, -4.97], [-2.39, 5.63, -2.63], [-5.52, 2.67, 3.91], [-4.36, -1.78, 5.48], [-3.14, -0.90, 7.19], [-2.07, -0.15, 5.91], [-3.44, 0.88, 6.77], [2.64, -1.87, -0.30], [3.54, -2.76, -1.55], [4.98, -1.84, -2.01], [2.51, -2.99, -2.97], [4.03, -4.34, -0.91], [3.14, 3.31, -1.22], [-0.69, -7.02, -5.47], [-1.86, -6.71, -4.72], [-1.70, -6.96, -3.33], [-1.46, -5.66, -2.56], [-0.20, -5.09, -2.90], [-0.33, -4.00, -3.80], [-0.81, -6.63, -6.48], [0.20, -6.58, -5.03], [-0.57, -8.11, -5.54], [-0.89, -7.67, -3.15], [-2.63, -7.41, -2.97], [-1.43, -5.89, -1.49], [-2.28, -4.95, -2.74], [-0.73, -3.13, -3.27], [-0.97, -4.25, -4.65], [0.67, -3.75, -4.17], [8.48, 7.09, 0.68], [7.37, 7.22, -0.34], [6.00, 7.26, 0.26], [5.18, 6.69, -0.77], [5.98, 5.87, -1.50], [5.59, 5.09, -2.32], [7.31, 6.05, -1.17], [8.47, 6.11, 1.15], [9.45, 7.20, 0.20], [8.39, 7.86, 1.46], [7.55, 8.08, -0.99], [5.68, 8.28, 0.49], [5.90, 6.64, 1.16], [8.35, 5.49, -3.00], [1.30, 5.80, 1.05], [-1.83, -2.50, -4.50], [1.14, 8.29, 0.11], [-3.41, 1.04, -8.78], [-2.56, 1.23, -7.63], [-1.25, 1.67, -8.06], [-2.44, -0.02, -6.91], [-3.15, 2.23, -6.76], [5.07, -2.47, 4.11], [5.55, -2.86, 2.63], [6.49, -1.56, 2.69], [6.75, -3.66, 3.33], [5.18, -2.04, 1.30], [4.01, -3.31, 2.67], [5.80, -4.12, 1.68]], "lowdin_charge": [-0.113, -0.251, -0.170, -0.130, 0.040, 0.009, -0.062, -0.169, -0.176, -0.220, -0.073, -0.034, -0.578, 0.611, -0.557, -0.072, 0.632, 0.022, -0.336, 0.100, -0.063, -0.086, -0.358, -0.096, -0.113, -0.161, -0.107, -0.031, -0.011, 0.036, -0.343, 0.767, -0.019, -0.266, -0.039, -0.068, 0.079, 0.086, 0.082, 0.105, 0.111, 0.115, 0.138, 0.131, 0.132, 0.099, 0.103, 0.140, 0.089, 0.112, 0.136, 0.095, 0.056, 0.059, 0.095, 0.067, 0.092, 0.155, 0.097, -0.115, 0.068, 0.112, 0.110, 0.120, -0.059, 0.139, 0.099, 0.097, 0.085, -0.231, 0.033, -0.243, -0.233, -0.221, 0.580, -0.092, -0.194, -0.183, -0.176, -0.124, -0.138, 0.093, 0.090, 0.096, 0.137, 0.129, 0.131, 0.117, 0.060, 0.079, 0.114, 0.005, -0.310, -0.069, 0.080, -0.560, 0.139, -0.172, 0.107, 0.100, 0.107, 0.175, 0.156, 0.156, 0.623, 0.085, 0.683, 0.734, -0.307, 0.640, -0.327, -0.408, -0.347, -0.174, 0.192, -0.141, -0.121, -0.133, -0.175, -0.105]}



2.
{"formula": "C3H5NO4", "method": "wB97M-V/def2-TZVPD", "smiles": "NC(=O)C(=O)O.C=O", "e_above_lowest_kj_mol": 118.3, "e_homo_ev": -9.871, "e_lumo_ev": 0.56, "homo_lumo_gap_ev": 10.43, "elements": ["C", "C", "C", "N", "O", "O", "O", "O", "H", "H", "H", "H", "H"], "coordinates": [[-0.02, -2.08, -0.17], [-0.59, 0.58, 0.70], [-0.25, 0.61, -0.92], [0.25, 1.36, 1.39], [0.84, -1.38, 0.32], [0.91, 1.24, -1.17], [-1.61, 0.08, 1.08], [-1.00, 0.25, -1.78], [1.02, 1.36, -2.13], [0.21, 1.30, 2.40], [1.12, 1.64, 0.97], [-1.10, -1.93, -0.02], [0.23, -3.03, -0.67]], "nbo_charge": [0.291, 0.618, 0.708, -0.811, -0.529, -0.703, -0.590, -0.573, 0.504, 0.403, 0.415, 0.155, 0.112]}



3.
{"formula": "C10H16", "method": "wB97M-V/def2-TZVPD", "smiles": "Cc1ccccc1.CCC", "e_above_lowest_kj_mol": 250.5, "e_homo_ev": -8.918, "e_lumo_ev": 0.94, "homo_lumo_gap_ev": 9.86, "elements": ["C", "C", "C", "H", "H", "H", "H", "H", "H", "H", "H", "C", "C", "C", "C", "C", "C", "C", "H", "H", "H", "H", "H", "H", "H", "H"], "coordinates": [[3.10, -0.74, 2.10], [1.70, -0.54, 1.48], [3.31, 0.71, 2.73], [3.18, -1.42, 2.93], [3.86, -0.90, 1.29], [1.66, 0.41, 0.83], [3.84, 0.58, 3.68], [3.93, 1.29, 1.97], [2.44, 1.34, 3.10], [1.51, -1.36, 0.74], [0.86, -0.41, 2.18], [-2.34, -1.91, -0.63], [-1.48, 1.87, -2.35], [-2.23, 1.88, -1.18], [-1.27, 0.71, -3.03], [-2.60, 0.62, -0.64], [-1.41, -0.48, -2.44], [-1.95, -0.56, -1.17], [-1.22, 2.83, -2.78], [-2.47, 2.71, -0.66], [-1.07, 0.87, -4.19], [-3.15, 0.60, 0.30], [-1.15, -1.41, -2.98], [-2.39, -1.78, 0.54], [-1.56, -2.48, -0.88], [-3.11, -2.45, -0.93]], "nbo_charge": [-0.406, -0.611, -0.622, 0.204, 0.205, 0.205, 0.199, 0.207, 0.208, 0.200, 0.210, -0.610, -0.225, -0.198, -0.198, -0.204, -0.222, -0.009, 0.210, 0.203, 0.212, 0.208, 0.212, 0.200, 0.208, 0.214]}



4.
{"formula": "C30H55MgNO12S4", "method": "wB97M-V/def2-TZVPD", "e_homo_ev": -8.684, "e_lumo_ev": -2.04, "homo_lumo_gap_ev": 6.65, "elements": ["Mg", "O", "C", "C", "O", "H", "H", "H", "H", "C", "C", "C", "C", "C", "C", "N", "O", "O", "H", "H", "H", "H", "H", "C", "C", "C", "C", "C", "C", "H", "H", "H", "H", "H", "H", "H", "H", "H", "H", "H", "H", "H", "H", "C", "C", "C", "S", "O", "O", "C", "H", "H", "H", "H", "H", "H", "H", "H", "C", "C", "C", "S", "O", "O", "C", "H", "H", "H", "H", "H", "H", "H", "H", "C", "C", "C", "S", "O", "O", "C", "H", "H", "H", "H", "H", "H", "H", "H", "C", "C", "C", "S", "O", "O", "C", "H", "H", "H", "H", "H", "H", "H", "H"], "coordinates": [[2.25, 1.76, 3.10], [1.65, 2.07, 1.25], [1.43, 0.78, 0.78], [1.31, -0.41, 1.90], [2.01, -0.25, 3.13], [2.33, 0.58, 0.21], [0.52, 0.77, 0.17], [1.60, -1.39, 1.55], [0.27, -0.60, 2.18], [-1.41, 3.94, 1.30], [-2.09, 3.95, 2.51], [-3.47, 4.03, 2.50], [-4.21, 4.04, 1.38], [-3.53, 3.99, 0.10], [-2.12, 3.97, 0.05], [-5.67, 4.10, 1.39], [-6.30, 4.14, 2.44], [-6.27, 4.05, 0.32], [-0.34, 3.88, 1.33], [-1.49, 3.92, 3.41], [-3.83, 4.30, 3.48], [-3.91, 3.87, -0.90], [-1.51, 3.95, -0.84], [-3.06, 1.91, -4.91], [-3.01, 1.49, -3.41], [-1.87, 0.49, -3.27], [-1.88, -0.23, -1.93], [-0.94, -1.42, -2.05], [-0.91, -2.26, -0.78], [-2.09, 2.12, -5.35], [-3.74, 2.75, -5.04], [-3.31, 1.13, -5.64], [-2.99, 2.37, -2.76], [-3.97, 1.07, -3.09], [-0.95, 1.05, -3.39], [-1.78, -0.27, -4.05], [-1.67, 0.45, -1.11], [-2.82, -0.70, -1.66], [-1.28, -2.08, -2.86], [0.08, -1.06, -2.22], [-0.08, -2.96, -0.74], [-0.98, -1.68, 0.14], [-1.72, -2.99, -0.84], [5.50, -3.43, -2.31], [4.11, -3.19, -1.71], [3.69, -1.78, -2.20], [5.24, -0.79, -2.17], [5.32, 0.08, -1.00], [5.36, -0.21, -3.51], [6.35, -2.28, -2.00], [5.43, -3.62, -3.39], [5.96, -4.33, -1.90], [4.15, -3.13, -0.62], [3.32, -3.88, -2.00], [2.93, -1.20, -1.67], [3.35, -1.89, -3.23], [6.51, -2.27, -0.92], [7.26, -2.09, -2.57], [-0.11, -4.79, 2.51], [1.16, -5.58, 2.13], [2.34, -4.99, 2.95], [1.57, -4.54, 4.57], [2.30, -3.42, 5.17], [1.30, -5.77, 5.31], [0.05, -3.93, 3.78], [-1.00, -5.40, 2.66], [-0.44, -4.16, 1.69], [1.31, -5.27, 1.09], [1.08, -6.66, 2.27], [2.70, -4.04, 2.56], [3.18, -5.67, 3.13], [0.23, -2.88, 3.54], [-0.80, -3.91, 4.46], [1.12, 3.14, -2.46], [2.14, 2.12, -3.05], [3.35, 2.81, -3.55], [3.62, 4.29, -2.46], [3.74, 5.52, -3.22], [4.67, 3.94, -1.54], [1.89, 4.16, -1.64], [0.40, 2.60, -1.83], [0.52, 3.61, -3.24], [1.65, 1.42, -3.73], [2.55, 1.55, -2.21], [3.09, 3.10, -4.57], [4.28, 2.27, -3.71], [1.57, 5.18, -1.45], [2.03, 3.71, -0.65], [-4.86, 0.24, 3.22], [-4.15, 0.12, 1.86], [-2.63, 0.24, 2.16], [-2.43, -0.95, 3.58], [-1.41, -0.33, 4.45], [-2.36, -2.31, 3.01], [-4.16, -0.69, 4.20], [-5.87, -0.10, 3.02], [-4.87, 1.26, 3.62], [-4.37, 0.96, 1.20], [-4.33, -0.76, 1.26], [-2.33, 1.24, 2.45], [-1.95, -0.10, 1.38], [-3.97, -0.18, 5.14], [-4.57, -1.69, 4.36]], "lowdin_charge": [1.176, -0.395, -0.332, -0.333, -0.376, 0.086, 0.085, 0.091, 0.057, -0.051, -0.080, -0.047, -0.146, 0.023, -0.032, -0.337, 0.069, 0.066, 0.086, 0.111, 0.129, 0.104, 0.092, -0.110, -0.236, -0.233, -0.229, -0.265, -0.107, 0.063, 0.065, 0.067, 0.085, 0.103, 0.095, 0.115, 0.096, 0.115, 0.112, 0.096, 0.061, 0.050, 0.075, -0.248, -0.202, -0.214, 0.709, -0.331, -0.358, -0.219, 0.124, 0.120, 0.112, 0.113, 0.081, 0.100, 0.105, 0.114, -0.214, -0.194, -0.204, 0.706, -0.347, -0.340, -0.230, 0.112, 0.087, 0.095, 0.112, 0.091, 0.099, 0.076, 0.099, -0.220, -0.230, -0.224, 0.718, -0.342, -0.336, -0.184, 0.086, 0.112, 0.116, 0.098, 0.102, 0.093, 0.096, 0.072, -0.205, -0.208, -0.201, 0.741, -0.355, -0.343, -0.198, 0.118, 0.114, 0.099, 0.118, 0.081, 0.064, 0.096, 0.104]}



How do the records compare in molar mass? In the order shown, they have 1241.00 119.08 136.24 774.34 Da.